Record 1
80
Properties=species:S:1:pos:R:3:forces:R:3 method="wB97M-V/def2-TZVPD" total_charge=-1 mol_weight_g_mol=553.1 total_energy_ha=-2423.794362
O 5.103017 1.839082 1.159687 0.042 0.258 -0.166
C 4.149393 2.829839 1.568840 -0.209 -0.419 0.175
C 2.689413 2.440803 1.292080 0.189 0.061 -0.179
C 2.036897 3.080061 0.045307 -0.028 -0.117 0.311
B 0.584757 3.845965 0.276816 -0.258 0.165 -0.189
C -0.693576 2.946511 -0.349800 -0.356 -0.533 -0.062
B -1.597761 2.723815 0.872333 0.199 0.117 0.125
O -2.611798 3.619771 1.253538 0.135 0.085 -0.242
O -1.431665 1.558303 1.654191 0.416 0.144 -0.005
O 0.677390 5.228524 -0.297238 0.118 0.039 0.024
C 0.468687 6.193861 0.692086 -0.089 -0.281 0.058
C 0.596990 5.432792 2.017144 0.710 -0.339 -0.081
O 0.221875 4.114559 1.734074 -0.144 -0.078 0.195
H 4.638252 1.009595 1.010350 -0.013 -0.110 0.022
H 4.279969 2.977944 2.648591 0.087 0.144 -0.037
H 4.384395 3.759975 1.047512 0.108 0.003 0.074
H 2.112310 2.661330 2.196203 -0.127 0.073 -0.105
H 2.667662 1.352664 1.172731 0.029 0.011 0.142
H 1.913634 2.294388 -0.706474 0.022 0.085 -0.093
H 2.738148 3.800246 -0.389977 -0.033 0.048 0.024
H -1.223383 3.441756 -1.167548 0.266 0.179 -0.056
H -0.285973 1.987198 -0.683314 -0.116 0.038 -0.235
H -2.417128 3.972857 2.123792 -0.109 -0.005 0.188
H -1.260375 1.773104 2.574572 -0.274 0.014 0.138
H -0.519176 6.652263 0.533162 0.024 0.138 0.312
H 1.248338 6.969364 0.687596 -0.156 0.129 -0.305
H 1.669106 5.420268 2.293013 -0.042 0.227 0.067
H 0.058884 5.859486 2.871353 -0.244 -0.048 -0.141
O 4.337468 -1.305612 1.101323 1.135 -0.268 -0.109
P 3.951500 -2.476791 1.892681 -2.655 0.245 0.700
O 3.268691 -3.625954 1.022999 0.615 -0.231 -0.174
C 3.580568 -3.795811 -0.364157 -0.102 -0.008 -0.365
C 4.659709 -4.835600 -0.583764 0.070 0.006 0.158
O 2.769545 -2.144688 2.896009 0.298 -0.149 0.039
C 2.296433 -0.789130 2.999736 -0.191 0.436 0.066
C 1.098273 -0.541012 2.114976 -0.205 -0.271 0.087
O 4.859417 -3.243814 2.937183 0.897 0.291 -0.398
C 6.139845 -3.802378 2.596241 0.190 -0.132 -0.017
C 7.045179 -2.841126 1.852020 -0.025 0.067 -0.039
H 3.866100 -2.839796 -0.805893 -0.001 0.050 0.117
H 2.654923 -4.113785 -0.843952 -0.041 -0.003 0.088
H 5.621895 -4.492736 -0.198803 0.004 0.018 -0.033
H 4.778291 -5.033630 -1.649775 -0.025 0.011 -0.007
H 4.405295 -5.768772 -0.079266 -0.030 -0.007 -0.034
H 3.103741 -0.096480 2.766256 0.039 -0.063 -0.050
H 2.033715 -0.637412 4.047389 0.023 -0.124 0.014
H 1.268340 -0.888457 1.094647 0.145 0.109 -0.013
H 0.860252 0.519460 2.077494 -0.048 -0.016 -0.014
H 0.223031 -1.071040 2.495448 -0.002 -0.004 -0.013
H 5.987488 -4.727071 2.034234 -0.105 0.050 -0.065
H 6.594927 -4.081647 3.545426 -0.098 0.025 0.059
H 6.587468 -2.481987 0.929654 0.025 -0.012 0.015
H 7.983048 -3.336977 1.597171 0.000 -0.052 0.060
H 7.268227 -1.968943 2.466111 -0.023 0.016 -0.020
O -6.783487 -1.045736 -2.393298 0.103 -0.576 0.963
P -5.466539 -1.377582 -2.945716 0.125 0.907 -2.536
O -4.387540 -0.233134 -2.821668 0.059 -0.089 0.577
C -4.401315 0.721468 -1.735363 0.067 0.388 0.231
C -3.507686 0.294516 -0.596092 -0.056 -0.277 -0.072
O -5.551095 -1.513108 -4.539465 0.149 -0.191 0.173
C -6.797798 -1.400279 -5.219093 -0.232 0.021 -0.203
C -7.022710 0.012938 -5.718233 0.132 0.082 -0.029
O -4.674554 -2.726910 -2.717465 -0.486 -0.284 0.906
C -4.266452 -3.176151 -1.409917 0.186 -0.067 0.164
C -5.374826 -3.135983 -0.378180 -0.095 0.035 -0.028
H -5.424669 0.880311 -1.392029 -0.055 -0.126 -0.110
H -4.048181 1.661090 -2.157131 0.055 -0.071 -0.108
H -3.905771 -0.594146 -0.098843 -0.017 0.026 0.024
H -3.436262 1.082448 0.150042 -0.028 0.026 -0.017
H -2.502639 0.065425 -0.949962 0.026 0.102 0.016
H -7.618547 -1.720292 -4.576832 0.072 0.064 0.124
H -6.748278 -2.094525 -6.060298 0.048 -0.008 0.024
H -6.863407 0.732542 -4.915035 -0.101 -0.042 0.057
H -8.039628 0.130279 -6.096485 0.001 -0.024 -0.002
H -6.325172 0.254631 -6.521359 0.009 -0.003 0.014
H -3.400070 -2.594548 -1.089156 -0.060 0.122 -0.051
H -3.926466 -4.200995 -1.551173 -0.014 0.008 -0.121
H -5.788314 -2.133402 -0.265806 0.025 -0.017 0.023
H -4.988468 -3.454753 0.590621 0.059 -0.034 -0.024
H -6.191777 -3.799238 -0.664075 -0.007 0.018 -0.006



Record 2
15
Properties=species:S:1:pos:R:3:forces:R:3 method="wB97M-V/def2-TZVPD" total_charge=+1 mol_weight_g_mol=92.2 total_energy_ha=-572.968693
C -0.646205 -0.999926 0.675333 0.607 -0.057 -0.103
N -0.757295 -2.186097 -0.022505 0.110 0.123 0.279
H -1.543924 -0.532127 1.078543 -0.162 -0.067 -0.244
H 0.115444 -1.085763 1.453318 -0.249 0.046 0.033
H -0.163448 -2.958018 0.219874 0.055 0.059 -0.134
H -1.388082 -2.317244 -0.790576 -0.217 0.038 0.094
C -0.631103 1.927991 0.222786 0.245 -0.170 0.094
S 0.060094 0.415159 -0.478843 -0.267 -0.144 0.031
C 1.800241 0.488916 -0.061923 0.027 0.405 0.815
H 0.093426 2.462157 0.817109 0.305 -0.060 0.249
H -1.453730 1.614254 0.850471 -0.323 0.151 0.066
H -0.950236 2.586722 -0.568073 -0.268 -0.016 -0.315
H 2.179953 -0.495927 0.182160 0.010 -0.352 -0.622
H 2.294745 0.978795 -0.891215 0.312 -0.178 -0.031
H 1.948543 1.049132 0.864928 -0.185 0.224 -0.211



Record 3
126
Properties=species:S:1:pos:R:3:forces:R:3 method="wB97M-V/def2-TZVPD" total_charge=-2 mol_weight_g_mol=1179.9 total_energy_ha=-4621.901232
Na 0.706828 -0.096191 0.798220 -0.245 0.083 -0.272
C 5.296655 -1.024041 1.501700 0.013 -0.033 -0.051
O 4.439257 -1.901965 2.263811 0.058 0.004 0.066
C 3.210936 -1.731242 1.714131 -0.011 -0.187 -0.170
N 3.050854 -0.835866 0.840340 -0.028 0.369 0.367
C 4.309336 -0.067158 0.827453 0.027 -0.038 -0.156
C 4.740258 0.456508 -0.521036 -0.040 0.028 0.011
C 3.791018 0.842716 -1.461604 -0.018 -0.028 -0.024
C 4.187045 1.365282 -2.680445 -0.027 -0.023 0.021
C 5.535549 1.518841 -2.976811 0.018 0.020 0.005
C 6.485026 1.154991 -2.038130 0.005 0.008 0.006
C 6.086817 0.627515 -0.815668 -0.001 0.006 0.019
C 2.140969 -2.593121 2.256973 0.060 -0.024 0.005
C 2.412366 -3.739741 2.993610 0.001 -0.026 -0.039
C 1.343403 -4.428220 3.538522 0.031 -0.008 0.002
C 0.056687 -3.947178 3.354124 -0.050 -0.008 -0.009
C -0.102275 -2.800170 2.591175 0.018 -0.046 -0.066
N 0.914564 -2.149210 2.048959 -0.010 0.126 0.164
C -1.421864 -2.194352 2.318772 -0.076 -0.056 -0.066
N -1.634696 -1.331339 1.423458 0.086 0.241 0.372
C -3.062835 -1.003582 1.470670 0.022 -0.097 -0.239
C -3.554391 -1.735045 2.739888 -0.007 -0.004 0.000
O -2.461884 -2.613063 3.093359 0.014 -0.038 -0.037
C -3.362743 0.474711 1.467598 -0.008 -0.026 0.074
C -2.394628 1.430644 1.742872 -0.009 0.016 -0.015
C -2.727673 2.779817 1.725628 -0.009 -0.011 -0.007
C -4.027434 3.182247 1.457994 0.029 0.030 -0.012
C -5.004603 2.228872 1.202571 0.035 -0.012 -0.036
C -4.667380 0.885021 1.199178 -0.036 -0.014 0.069
H 5.830558 -1.629030 0.765536 -0.010 0.016 -0.021
H 5.986370 -0.545264 2.192867 0.027 -0.010 0.004
H 4.117681 0.798707 1.476383 0.029 0.005 0.013
H 2.741441 0.704736 -1.244764 0.010 0.004 -0.010
H 3.435294 1.628868 -3.413946 -0.005 0.008 0.003
H 5.841999 1.895429 -3.944626 0.009 0.001 -0.002
H 7.539805 1.250201 -2.265123 0.001 -0.003 -0.004
H 6.845002 0.331213 -0.098330 -0.006 -0.004 0.003
H 3.433715 -4.065933 3.123248 0.001 -0.004 -0.004
H 1.511990 -5.331095 4.111648 -0.004 -0.001 0.004
H -0.807118 -4.437779 3.780145 0.006 0.000 0.003
H -3.521520 -1.431784 0.571019 0.036 0.020 -0.016
H -4.440507 -2.346553 2.580528 -0.025 0.016 0.003
H -3.720989 -1.045247 3.569430 0.004 0.000 0.004
H -1.374272 1.140418 1.956732 0.015 -0.022 -0.010
H -1.949747 3.514187 1.894750 0.016 0.020 0.002
H -4.275705 4.235677 1.413826 0.002 -0.003 0.010
H -6.012381 2.534112 0.951729 -0.016 0.002 -0.001
H -5.423720 0.144775 0.955620 0.105 0.139 0.117
N 1.741863 10.046160 4.039865 0.003 -0.017 0.001
C 1.627270 8.958281 3.683016 0.000 0.063 0.005
C 1.483496 7.600260 3.237880 -0.003 -0.057 -0.012
C 2.391761 7.066333 2.325208 -0.010 0.001 0.010
C 2.247697 5.757001 1.901266 0.013 0.011 0.013
C 1.210026 4.963473 2.383843 0.000 -0.001 0.012
C 0.310913 5.505604 3.300401 -0.006 0.001 -0.009
C 0.437169 6.816228 3.723211 0.014 0.007 -0.009
C 1.063643 3.549887 1.929223 -0.012 0.013 0.039
C 1.237506 2.576772 2.940264 0.028 -0.011 -0.042
C 1.693478 2.831268 4.265809 -0.001 -0.009 0.008
C 1.743957 1.606609 4.900710 0.013 0.020 0.009
C 1.312616 0.664011 3.937174 0.015 0.020 -0.010
N 1.016803 1.225616 2.771784 -0.016 -0.091 0.110
C 0.764700 3.377971 0.589488 0.010 -0.015 -0.023
C 0.454356 4.432558 -0.344913 -0.013 0.014 -0.001
C 0.179757 3.827362 -1.534897 -0.006 -0.013 -0.003
C 0.335815 2.421144 -1.300652 -0.040 0.054 -0.002
N 0.670740 2.150285 -0.062242 -0.004 -0.067 0.010
H 3.202893 7.678710 1.954501 0.000 0.004 0.002
H 2.943310 5.330863 1.190193 -0.002 0.003 -0.004
H -0.490474 4.883698 3.678088 0.000 0.001 -0.002
H -0.267145 7.238294 4.427627 -0.001 0.002 0.001
H 1.966885 3.790415 4.678312 0.002 -0.001 -0.001
H 2.050504 1.401437 5.915351 -0.002 -0.002 0.003
H 1.211382 -0.405070 4.076270 -0.007 -0.005 -0.003
H 0.415765 5.488407 -0.124926 0.000 -0.009 -0.004
H -0.117286 4.291966 -2.462190 0.006 0.005 -0.005
H 0.181061 1.625384 -2.018038 -0.002 0.002 0.004
O 0.927050 -4.001413 -0.114101 -0.097 -0.095 0.260
C 0.064869 -4.355438 -0.907645 0.053 0.057 -0.205
C -1.233622 -4.991239 -0.442685 0.070 -0.010 0.011
C -2.478808 -4.202057 -0.863004 0.010 0.010 0.017
C -2.959837 -4.532145 -2.272716 0.002 -0.064 -0.019
C -2.014061 -4.055016 -3.370947 0.028 -0.019 0.015
C -0.623163 -4.680435 -3.292759 0.021 0.008 -0.005
N 0.223365 -4.165723 -2.234633 0.022 -0.027 0.087
H -1.156018 -5.052387 0.642885 0.013 0.011 0.002
H -1.289822 -6.018057 -0.826353 -0.012 0.009 0.009
H -2.257690 -3.132942 -0.808876 -0.052 0.068 0.040
H -3.284945 -4.400773 -0.148435 0.019 -0.054 -0.032
H -3.947195 -4.090775 -2.429559 0.020 0.055 -0.011
H -3.080349 -5.622570 -2.358875 -0.052 0.025 0.007
H -1.916669 -2.968366 -3.320510 -0.005 0.020 -0.001
H -2.444483 -4.308699 -4.345850 0.000 0.006 0.004
H -0.083945 -4.489804 -4.221306 -0.019 0.024 0.004
H -0.716417 -5.773224 -3.211455 0.001 0.009 0.015
H 1.107758 -3.718771 -2.480880 -0.053 -0.047 -0.074
Te 3.643472 -2.854156 -2.047125 0.133 -0.205 -0.030
C 5.156330 -2.197232 -3.367950 -0.012 0.060 -0.017
C 6.504056 -2.193482 -2.985819 -0.004 -0.044 -0.002
C 7.502863 -1.721108 -3.824428 0.010 0.011 -0.015
C 7.191375 -1.224817 -5.084714 -0.006 -0.014 0.008
C 5.860622 -1.220483 -5.486979 0.007 -0.003 -0.012
C 4.866515 -1.698627 -4.645264 -0.014 0.027 0.016
H 6.764596 -2.567476 -2.002025 0.005 -0.005 0.003
H 8.534277 -1.729859 -3.485506 0.003 -0.003 -0.003
H 7.969115 -0.850550 -5.740799 0.000 0.004 0.003
H 5.592425 -0.835789 -6.465835 0.000 0.002 0.000
H 3.833224 -1.676525 -4.971621 0.002 -0.001 -0.004
S -6.158129 3.130708 -2.245506 -0.033 -0.003 -0.023
C -5.139337 1.806749 -2.105694 0.048 -0.036 0.089
S -3.414267 1.919183 -2.183631 -0.086 -0.029 0.008
C -3.235888 0.186539 -1.889517 -0.071 -0.041 0.067
N -4.395739 -0.397510 -1.731875 -0.015 0.020 -0.025
N -5.441358 0.513546 -1.864947 0.006 -0.006 -0.104
C -6.730607 -0.042563 -1.657166 0.006 0.035 -0.006
C -7.836784 0.373445 -2.389577 0.031 0.008 0.054
C -9.070476 -0.217313 -2.158666 0.005 0.010 0.000
C -9.211453 -1.222540 -1.213390 -0.017 -0.002 -0.006
C -8.098670 -1.647187 -0.500911 0.019 -0.001 0.003
C -6.861196 -1.065010 -0.720773 -0.051 -0.075 -0.064
S -1.722969 -0.555221 -1.819828 0.105 -0.001 -0.143
H -7.725317 1.157863 -3.120425 0.001 0.013 -0.014
H -9.928332 0.113390 -2.731190 -0.001 0.000 -0.002
H -10.178153 -1.679078 -1.040146 -0.001 0.004 0.001
H -8.189821 -2.441206 0.229959 0.000 -0.002 0.002
H -5.979909 -1.406098 -0.196559 -0.056 -0.065 -0.080



| no. | HOMO-LUMO gap (eV) | F_max (eV Å⁻¹) |
| --- | --- | --- |
| 1 | 6.78 | 2.757 |
| 2 | 11.11 | 0.910 |
| 3 | 4.69 | 0.521 |